[1]
{"formula": "C17H24N4", "method": "ωB97M-V/def2-TZVPD", "species": ["N", "N", "C", "C", "C", "C", "C", "C", "C", "C", "N", "N", "C", "C", "C", "C", "C", "C", "C", "C", "C", "H", "H", "H", "H", "H", "H", "H", "H", "H", "H", "H", "H", "H", "H", "H", "H", "H", "H", "H", "H", "H", "H", "H", "H"], "xyz": [[0.39662, -2.64902, 3.34614], [-0.71304, -0.55854, 2.90573], [0.58079, -0.23447, -4.49472], [2.94920, -0.95635, 1.51409], [3.53776, -2.20017, 1.57304], [0.00620, -0.64387, -3.24913], [-0.60373, -1.78203, 3.49060], [1.48238, -2.23205, 2.70507], [0.39338, -0.26004, 2.23939], [1.53788, -1.06436, 2.11519], [2.60421, -3.01201, 2.29471], [0.44703, 0.96682, 1.60322], [-0.35827, -2.09458, -3.00515], [0.72754, 2.07080, 2.57634], [-1.62763, 0.95698, -2.22045], [-2.60040, 1.34802, 0.92036], [-1.87990, 2.18644, -1.37684], [0.06693, 0.02196, -0.72260], [-0.15856, 0.46455, -2.14998], [-1.44882, 1.93541, 0.15853], [0.02738, 1.26891, 0.22621], [0.45754, -0.84616, -5.46871], [0.90033, 0.74046, -4.81660], [3.43012, -0.09884, 1.06228], [4.43038, -2.40623, 1.03409], [-1.47437, -2.29795, 3.91442], [2.59090, -4.00074, 2.34870], [-1.42396, -2.13774, -2.65791], [-0.37465, -2.68164, -3.91633], [0.33572, -2.53495, -2.28404], [1.63090, 1.85115, 3.04140], [0.81619, 3.05872, 2.02954], [0.00316, 2.18608, 3.27603], [-2.32354, 0.12339, -1.93404], [-1.90310, 1.18680, -3.23382], [-3.06899, 2.15929, 1.44676], [-2.19668, 0.62706, 1.65342], [-3.29248, 0.84537, 0.25329], [-1.36785, 3.01169, -1.90072], [-3.01771, 2.43133, -1.42797], [-0.66890, -0.79590, -0.45986], [1.08454, -0.27045, -0.63226], [0.57713, 1.25065, -2.28756], [-1.26190, 2.95288, 0.63904], [0.75029, 2.11331, -0.12889]], "e_tot_ha": -881.09461, "largest_force_ev_per_a": 4.93, "e_above_lowest_ev": 3.841, "multiplicity": 1, "lumo_ev": 0.7, "smiles": "C=C(C)[C@H]1CC[C@@H](C)[C@@H](N(C)c2ncnc3[nH]ccc23)C1", "charge": 0}

=====

[2]
{"formula": "C17H24N4O3", "method": "ωB97M-V/def2-TZVPD", "species": ["C", "C", "C", "C", "C", "C", "C", "C", "C", "C", "C", "C", "C", "C", "C", "C", "C", "H", "H", "H", "H", "H", "H", "H", "H", "H", "H", "H", "H", "H", "H", "H", "H", "H", "H", "H", "H", "H", "H", "H", "H", "N", "N", "N", "N", "O", "O", "O"], "xyz": [[0.28000, -1.83480, 2.63743], [-0.59274, -0.68968, 2.08168], [0.77523, -2.72194, 1.55696], [1.56741, -2.26933, 0.31270], [1.06515, -2.66897, -0.95334], [2.95699, -1.72197, 0.09543], [3.14132, -1.71313, -1.33224], [4.05736, -1.62026, 1.01718], [4.25386, -1.04042, -1.79762], [5.24253, -1.12554, 0.42531], [5.32955, -0.70316, -0.88520], [-0.36842, 0.94171, 0.23578], [-0.76021, 2.26845, 0.97860], [-1.50568, 0.68616, -0.82049], [-2.12515, 1.69661, -1.74022], [-3.44173, 2.20356, -1.28043], [-3.95459, 3.48246, -2.06610], [-0.06411, -2.68396, 4.53575], [-1.40520, -2.13993, 3.79730], [1.15018, -1.38958, 3.02209], [-0.33869, -3.12317, 1.24792], [1.25946, -3.65896, 1.93756], [0.14088, -3.06798, -1.23415], [1.87931, -2.11749, -2.92185], [3.88392, -2.06015, 2.03596], [4.36658, -1.16077, -2.87039], [6.14456, -0.95783, 1.06178], [6.05899, -0.09577, -1.39533], [0.80363, -0.80361, 0.59617], [0.49960, 1.06579, -0.43842], [-1.01554, -0.11303, -1.45642], [-2.35153, 0.12574, -0.28246], [-2.29252, 1.22385, -2.72838], [-1.29297, 2.38657, -1.97388], [-3.31685, 2.33867, -0.24507], [-4.28751, 1.49898, -1.48539], [-3.59885, 3.40401, -3.06569], [-3.33741, 4.27389, -1.63223], [-5.89048, 4.43803, -1.80898], [-5.94703, 2.81525, -2.07630], [-0.12112, 3.07872, 2.48906], [-0.49502, -2.69832, 3.63509], [1.99572, -2.19145, -1.89692], [0.00601, -0.16769, 0.97301], [-5.32166, 3.53765, -1.68371], [-1.59017, -0.31015, 2.65162], [-1.45650, 3.16333, 0.66146], [0.01343, 2.21962, 2.08539]], "e_tot_ha": -1106.84028, "largest_force_ev_per_a": 5.20, "e_above_lowest_ev": 4.539, "multiplicity": 1, "lumo_ev": 0.3, "smiles": "NCCCC[C@H](NC(=O)[C@@H](N)Cc1c[nH]c2ccccc12)C(=O)O", "charge": 0}

=====

[3]
{"formula": "C17H24N4O4S", "method": "ωB97M-V/def2-TZVPD", "species": ["C", "C", "O", "N", "C", "C", "C", "C", "C", "C", "H", "H", "S", "O", "O", "N", "C", "H", "C", "N", "C", "O", "N", "C", "C", "H", "C", "H", "C", "H", "H", "H", "H", "H", "H", "C", "H", "C", "H", "H", "H", "H", "H", "H", "H", "H", "H", "H", "H", "H"], "xyz": [[5.62214, -1.99831, -2.67283], [4.27536, -1.34542, -2.89889], [4.14080, -0.23100, -3.34210], [3.23919, -2.16844, -2.53957], [1.86841, -1.92395, -2.57874], [1.32789, -0.74120, -3.08401], [-0.04222, -0.55514, -3.07257], [-0.87037, -1.54109, -2.57086], [-0.34932, -2.72469, -2.08175], [1.01729, -2.91919, -2.09063], [1.43307, -3.84131, -1.71005], [-1.02456, -3.48088, -1.71468], [-2.61865, -1.21832, -2.38694], [-3.32885, -2.46017, -2.31672], [-3.03063, -0.23440, -3.34358], [-2.72594, -0.50426, -0.87746], [-2.12478, 0.80413, -0.78501], [-2.47512, 1.37979, -1.64197], [-2.54693, 1.46253, 0.53351], [-2.16042, 0.62975, 1.65830], [-0.82617, 0.62447, 2.07657], [-0.18112, -0.40282, 2.18933], [-0.30975, 1.84946, 2.38229], [-1.10813, 2.96991, 2.85553], [-0.33727, 3.56066, 4.05257], [0.12706, 4.50483, 3.76795], [0.74076, 2.52199, 4.36457], [0.35061, 1.75565, 5.03489], [1.00831, 1.91253, 2.99221], [1.64985, 2.56657, 2.39205], [1.43845, 0.91284, 3.03004], [1.63033, 2.96106, 4.80992], [-0.99306, 3.74522, 4.90077], [-2.10205, 2.61531, 3.13738], [-1.21790, 3.72634, 2.07083], [-2.76110, -0.69053, 1.53984], [-2.42202, -1.29834, 2.37891], [-2.37054, -1.36914, 0.22606], [-2.91349, -2.30406, 0.09028], [-1.28898, -1.56916, 0.24523], [-3.84494, -0.56208, 1.58650], [-2.08391, 2.44360, 0.60727], [-3.63457, 1.57102, 0.55517], [-1.02353, 0.73846, -0.81216], [-0.48480, 0.34611, -3.46618], [1.98350, 0.02035, -3.47145], [3.49144, -3.07349, -2.16575], [6.40593, -1.31356, -2.98263], [5.69885, -2.91573, -3.25259], [5.75188, -2.23587, -1.61890]], "e_tot_ha": -1580.41159, "largest_force_ev_per_a": 1.03, "e_above_lowest_ev": 0.384, "multiplicity": 1, "lumo_ev": 0.5, "smiles": "CC(=O)Nc1ccc(S(=O)(=O)N2CCN(C(=O)N3CCCC3)CC2)cc1", "charge": 0}

=====

[4]
{"formula": "C17H24N5O3PdS", "method": "ωB97M-V/def2-TZVPD", "species": ["Pd", "C", "C", "N", "O", "C", "C", "N", "O", "H", "H", "H", "H", "H", "H", "H", "N", "C", "C", "C", "C", "N", "C", "C", "H", "H", "H", "H", "C", "C", "O", "C", "C", "H", "H", "H", "H", "H", "H", "H", "H", "H", "H", "S", "C", "C", "N", "C", "H", "H", "H"], "xyz": [[-0.25088, 0.04948, -0.20751], [2.00908, 3.53883, 0.41465], [1.24645, 2.50700, -0.41470], [1.55361, 1.13869, -0.06533], [1.94656, 1.05448, 1.35254], [-1.17462, 2.64162, 0.52743], [-2.45448, 3.05361, -0.18298], [-1.26177, 1.22726, 1.00946], [-2.19558, 0.49111, 0.39400], [1.74862, 3.49781, 1.46640], [1.78715, 4.53477, 0.02597], [3.08296, 3.35896, 0.32631], [2.89484, 0.91053, 1.28416], [-2.39374, 4.11709, -0.42296], [-3.31939, 2.86986, 0.45434], [-2.56916, 2.47624, -1.09733], [-0.64984, 0.96358, 7.32718], [-0.57654, 0.45867, 6.29715], [-0.48857, -0.19175, 5.01244], [-1.61170, -0.30942, 4.20625], [-1.47194, -0.94085, 2.97954], [-0.32715, -1.47411, 2.56194], [0.74497, -1.32801, 3.33178], [0.72648, -0.69308, 4.56325], [-2.56229, 0.10548, 4.51056], [-2.30165, -0.98999, 2.28467], [1.67113, -1.73268, 2.93896], [1.62626, -0.58754, 5.15271], [-0.25781, 2.91422, 2.97233], [-0.96381, 3.53944, 1.76940], [-0.17387, 2.87505, -0.46892], [1.63891, 2.70807, -1.89171], [0.97595, 1.76256, -2.88197], [0.11117, 3.69651, 3.64257], [0.57495, 2.27823, 2.67641], [-0.94915, 2.28821, 3.53424], [-0.43056, 4.42800, 1.42296], [-1.95100, 3.88373, 2.09381], [2.72654, 2.61032, -1.94909], [1.38186, 3.73826, -2.15681], [1.29044, 0.73205, -2.72450], [1.23792, 2.04024, -3.90682], [-0.10856, 1.79744, -2.77884], [1.48282, -2.86071, 0.00279], [-0.09207, -3.54197, -0.17130], [-0.83556, -2.79968, -1.01182], [-0.20398, -1.70602, -1.59070], [1.01630, -1.57583, -1.08392], [-0.39781, -4.40307, 0.39837], [-1.86984, -2.98710, -1.25952], [1.77657, -0.93891, -1.51174]], "e_tot_ha": -1687.63723, "largest_force_ev_per_a": 0.11, "e_above_lowest_ev": 0.654, "multiplicity": 1, "lumo_ev": 2.7, "charge": -1}